24
Properties=species:S:1:pos:R:3:forces:R:3:lowdin_spin:R:1 method="wB97M-V/def2-TZVPD" spin_multiplicity=2 e_tot_ha=-496.62103 total_charge=+1
C -1.72258 -1.20987 -0.81471 -3.8783 -0.1897 1.6639 -0.0050
C 2.04607 -1.41555 -1.26843 1.7702 -2.5070 -0.3224 0.0914
C -0.40108 -0.81728 -1.28409 1.8594 0.5164 -2.3740 -0.0024
O -0.01299 0.14131 -1.93121 -1.3221 -0.6869 1.4191 0.1933
N 0.66459 -1.84253 -1.19970 0.6951 0.0480 2.3195 0.5654
H -2.54608 -0.39386 -0.72852 1.9893 -0.8431 -0.5170 0.0001
H -1.85078 -1.73048 0.17487 1.1102 0.6492 -0.6109 -0.0033
H 0.45995 -2.68807 -0.63771 0.1197 0.2855 -0.5715 0.0083
H 2.78013 -2.25207 -1.72712 -1.9416 1.4907 1.2511 0.0254
H -2.21230 -1.99720 -1.42462 0.7027 0.4774 -0.4986 -0.0027
H 2.07348 -0.59694 -1.91104 0.0225 1.5000 -1.1451 0.0075
H 2.57670 -1.04287 -0.31778 -1.2359 -0.8156 -0.6200 0.0527
C -0.44843 -0.20496 2.20649 0.5703 -0.1047 -1.0967 0.0090
C 0.13410 2.82721 -0.10104 -0.1352 1.1318 -1.7083 -0.0007
C -0.38551 1.80693 0.87410 -0.2904 -0.3534 3.2517 -0.0022
O -1.52760 1.85878 1.32014 0.4349 0.5516 -1.8506 0.0122
N 0.41884 0.84215 1.61352 -3.8442 1.3594 -2.1402 0.0455
H 1.35200 0.71837 1.37183 1.7229 -0.5927 -0.2941 0.0001
H -0.13065 -1.17038 1.84697 0.7688 -0.7130 0.3381 0.0029
H -0.44471 3.77334 0.06749 0.4627 -0.9286 0.1473 -0.0001
H -0.37709 -0.10566 3.25481 -0.1788 -0.3848 1.2081 0.0027
H -1.50756 -0.20473 1.88159 0.8376 0.8998 0.3147 0.0000
H 1.21190 3.12590 -0.07826 -0.7847 -0.7569 0.1889 0.0000
H -0.15042 2.57843 -1.18759 0.5451 -0.0332 1.6469 -0.0002


53
Properties=species:S:1:pos:R:3:forces:R:3:lowdin_spin:R:1 method="wB97M-V/def2-TZVPD" spin_multiplicity=6 e_tot_ha=-3310.35283
Mn 0.69637 -1.81510 -2.55053 -1.3172 0.6749 0.4904 4.7685
B 0.28005 0.30694 -1.45046 0.5365 3.4416 -0.4029 0.0056
F -0.07820 0.39782 -2.79432 -0.9565 -0.6731 -1.2288 0.0269
F 0.14395 1.46001 -0.79586 -0.1554 1.2156 0.6437 0.0011
F -0.39348 -0.67975 -0.85547 -2.1164 -3.3285 0.8850 0.0256
F 1.57155 -0.13362 -1.53914 2.5296 -0.8059 0.5161 0.0405
B 2.15385 -2.26315 -4.24320 3.7441 -0.7966 -5.3630 0.0086
F 3.24417 -2.65600 -4.99791 -0.5728 0.3601 -0.0282 0.0024
F 2.57909 -1.81171 -3.05659 1.9586 0.9880 3.3497 0.0606
F 1.41500 -1.23081 -4.80499 -1.0548 -0.0436 0.1779 0.0255
F 1.38910 -3.36916 -3.98215 -2.4122 -1.1452 0.9697 0.0345
C -2.90788 2.60097 -3.89358 -0.5857 0.3909 -0.0927 0.0000
C -2.95919 1.57279 -2.93752 -2.1540 -0.2809 -1.5207 0.0000
C -4.12274 0.70823 -2.93790 2.0054 0.7812 -0.7208 0.0000
C -5.09551 0.89190 -3.93002 1.0421 0.0725 2.4398 0.0000
C -5.09883 2.08421 -4.63662 -1.1346 -1.3699 -1.9637 0.0000
C -4.00375 2.88451 -4.77032 0.8698 -0.3418 2.1731 0.0000
N -6.21180 -0.09917 -4.03303 1.1692 2.0701 0.2454 0.0000
O -6.24479 -0.96309 -3.18956 -0.5130 -0.4737 -0.3970 0.0000
O -6.97690 0.13201 -4.93962 -0.6873 -0.9430 -0.0175 0.0000
H -2.06208 3.27214 -3.91638 0.2519 -0.1170 -0.0300 0.0000
H -2.12333 1.35968 -2.28766 -0.2123 0.2316 0.0803 0.0000
H -4.06848 -0.10436 -2.22857 -0.5785 -0.2184 -0.2000 0.0000
H -5.93920 2.21750 -5.30177 -0.1781 0.2192 0.0113 0.0000
H -4.11241 3.74940 -5.40795 0.5766 0.0506 0.0102 0.0000
C 3.25672 0.77241 3.99827 -1.0508 0.1823 -2.1716 0.0000
C 2.77389 1.02520 2.71403 0.4890 0.1225 -0.8395 0.0000
C 3.27140 0.33550 1.58981 0.3285 -0.9487 0.0529 0.0000
C 4.09361 -0.81660 1.73737 -1.3290 1.5701 1.1455 0.0000
C 4.41682 -1.14894 3.06326 1.2631 -0.4506 -1.2246 0.0000
C 4.11362 -0.28866 4.09568 -0.3823 -0.0289 1.7632 0.0000
N 4.45989 -1.66345 0.55849 0.1306 -0.8773 0.2300 0.0000
O 4.54171 -2.88333 0.77479 -0.0468 1.8385 -0.3201 0.0000
O 4.63902 -1.12677 -0.53071 -0.3587 -0.3896 1.3095 0.0000
H 2.88473 1.32615 4.84764 0.2247 0.0212 0.0651 0.0000
H 2.03970 1.79362 2.52194 0.0327 0.1669 0.0495 0.0000
H 2.98706 0.64208 0.59404 -0.1505 0.0076 -0.0620 0.0000
H 5.04840 -2.00709 3.23956 -0.0791 -0.1596 0.0837 0.0000
H 4.36861 -0.39888 5.13934 0.8214 -1.0667 -0.1000 0.0000
C -0.74872 1.58756 3.81455 -0.8869 -1.2696 0.5931 0.0000
C -0.82661 0.94552 2.58921 0.9703 -0.8607 -0.3489 0.0000
C -0.47569 -0.42828 2.42332 0.3433 2.2789 0.1953 0.0000
C -0.05788 -1.10316 3.56397 -0.2046 -0.9780 -1.2599 0.0000
C -0.14475 -0.55772 4.81085 0.0716 0.8991 0.4962 0.0000
C -0.48114 0.79672 4.93384 0.4138 -0.2536 0.1362 0.0000
N 0.43580 -2.52101 3.50819 -1.0456 -1.7490 -3.3844 0.0000
O 0.74961 -3.10877 4.48193 0.7465 0.3018 3.1138 0.0000
O 0.41476 -3.16749 2.43896 -0.2796 2.2496 -0.0167 0.0001
H -1.09678 2.59799 3.97044 0.3622 0.2154 -0.2424 0.0000
H -0.95505 1.52267 1.68544 -0.4046 0.0036 -0.0830 0.0000
H -0.40080 -0.67552 1.37466 0.0440 -1.0203 0.3772 0.0000
H 0.08447 -1.22046 5.63221 0.0578 0.3091 0.2761 0.0000
H -0.46695 1.25847 5.91006 -0.1360 -0.0725 0.1390 0.0000


42
Properties=species:S:1:pos:R:3:forces:R:3:nbo_charge:R:1 method="wB97M-V/def2-TZVPD" e_tot_ha=-5009.15533 total_charge=-2
K -0.34819 -1.59375 0.14514 -0.0488 0.1362 -0.0753 0.9066
S 0.63964 -0.83160 -2.66990 -0.0474 0.1905 0.0596 -0.4683
C 1.82953 -2.03511 -2.29915 0.0542 0.2711 0.4846 -0.3150
C 1.93300 -3.03498 -3.31208 0.1559 -0.5262 -0.4007 0.3013
N 1.96335 -3.82159 -4.15786 0.0639 0.0710 0.0983 -0.4239
C 2.62576 -2.14372 -1.17645 -0.4270 0.1443 -0.4314 -0.3423
S 2.66613 -1.11113 0.22323 -0.1535 0.0283 -0.2131 -0.5454
C 3.52739 -3.24288 -1.08747 0.3395 -0.4532 -0.0190 0.3060
N 4.27250 -4.11749 -0.95810 -0.0396 0.0680 -0.0364 -0.4377
C 3.00835 3.10779 2.18033 0.0488 0.1708 -0.0267 -0.4148
N 3.07793 1.72564 2.56890 -0.2221 -0.2894 0.0124 -0.3983
C 2.01245 0.95581 2.93622 0.4400 0.0653 0.1276 0.2815
Se 0.34383 1.53843 3.34497 -0.4445 0.0245 -0.0580 -0.3207
N 2.47521 -0.30864 3.07744 0.0567 0.2367 0.0852 -0.5411
C 3.82812 -0.36657 2.80923 0.3823 0.1936 0.1780 0.1491
C 4.74881 -1.39811 2.84085 0.0863 0.0971 0.0904 -0.1935
C 6.07500 -1.06637 2.59697 -0.1112 -0.2564 0.1096 -0.2179
C 6.46644 0.23796 2.31515 -0.0316 0.2608 -0.0930 -0.2294
C 5.53689 1.26975 2.24695 0.0046 -0.1150 0.0423 -0.2524
C 4.21770 0.93946 2.50455 0.0829 -0.1373 0.0921 0.1783
H 1.97578 3.43348 2.27394 -0.0202 -0.0288 0.0150 0.2512
H 3.33159 3.21923 1.14396 0.0042 -0.0485 -0.0036 0.2121
H 3.63743 3.72748 2.82368 0.0182 -0.0453 0.0259 0.1880
H 1.86134 -1.09763 3.18977 -0.0488 0.0191 -0.0243 0.4494
H 4.44865 -2.42021 3.02323 -0.0305 0.0177 -0.0315 0.2304
H 6.82207 -1.84945 2.62188 -0.0147 -0.0004 -0.0462 0.2071
H 7.51265 0.45404 2.13991 -0.0031 -0.0088 -0.0478 0.2002
H 5.82878 2.28375 2.00939 0.0081 0.0110 -0.0111 0.2075
C -3.83635 2.17283 1.11572 0.1156 0.0081 -0.0702 -0.4277
C -2.64016 3.06083 1.46387 -0.0043 -0.1032 -0.0632 -0.4344
C -1.72178 2.86027 0.25804 0.0610 0.1355 0.0084 -0.0648
O -2.03250 1.58476 -0.28762 0.0038 -0.0278 -0.0344 -0.5309
C -3.14803 1.01914 0.39545 -0.0646 -0.0849 0.1154 -0.0757
H -4.51963 2.69442 0.43987 -0.0297 -0.0074 0.0220 0.1837
H -4.38470 1.82914 1.99199 -0.0555 0.0348 -0.0153 0.2140
H -2.15032 2.68124 2.36065 0.0147 0.0360 0.0267 0.2197
H -2.90159 4.10768 1.62171 0.0050 0.0102 0.0098 0.1958
H -0.66557 2.88829 0.53522 -0.0203 -0.0526 0.0128 0.1960
H -1.89490 3.62048 -0.51528 -0.0280 0.0021 0.0346 0.1482
H -2.80797 0.26899 1.11825 -0.0343 -0.0225 -0.0269 0.1922
H -3.78254 0.52612 -0.34240 0.0041 -0.0310 0.0306 0.1830
I -2.68416 -2.99524 2.13445 -0.0700 0.0058 0.0469 -0.9672


20
Properties=species:S:1:pos:R:3:forces:R:3:nbo_charge:R:1 method="wB97M-V/def2-TZVPD" e_tot_ha=-378.45361
C -1.34336 1.84199 -0.06547 2.1925 -2.3899 1.7270 -0.4247
C -1.18136 -0.75728 -0.47092 -0.9460 -1.2445 0.9717 0.5560
C 0.93304 -0.91002 1.21114 3.2327 3.7507 2.2282 -0.4685
C 2.08278 0.27399 -0.69934 2.0992 2.3315 3.5408 -0.4141
H -0.32046 2.12951 0.29162 -0.6078 -0.5541 -0.7535 0.2114
H -1.43258 1.97933 -1.12267 -0.5121 0.9513 -0.3799 0.2018
H -1.93946 2.32541 0.69951 -0.8342 0.4522 -0.8171 0.2098
H -2.65861 0.35077 0.31971 2.0642 -0.7100 -0.0955 0.3746
H -2.93442 -1.48463 -0.14658 2.4919 -0.9694 -0.5895 0.3174
H 0.63637 -1.69079 -0.87217 -1.6905 -0.8366 -1.0574 0.3495
H 1.97661 -0.34906 1.62684 -2.9595 -1.8616 0.1223 0.1986
H 1.26198 -1.95765 0.99898 -0.7443 0.5007 0.2060 0.1809
H -0.04885 -0.75989 2.01561 3.0190 -0.5057 -2.8530 0.2591
H 2.87754 0.74657 -0.05714 -0.6039 -1.5071 0.4453 0.2061
H 2.15901 1.07832 -1.33018 -1.7584 2.2729 -2.1873 0.2099
H 2.41549 -0.48148 -1.24829 2.2778 -3.6788 -2.2250 0.1646
N -1.60065 0.34299 0.21753 -2.2799 4.0945 0.3188 -0.6332
N -1.92050 -1.79386 -0.42285 -2.3066 -0.4094 -0.6411 -0.7417
N 0.13975 -0.79379 -0.87522 -1.7006 -1.5435 -3.0929 -0.4572
N 0.89768 -0.09044 -0.07013 -0.4335 1.8565 5.1320 -0.3003


Repeat the first record exactly.
24
Properties=species:S:1:pos:R:3:forces:R:3:lowdin_spin:R:1 method="wB97M-V/def2-TZVPD" spin_multiplicity=2 e_tot_ha=-496.62103 total_charge=+1
C -1.72258 -1.20987 -0.81471 -3.8783 -0.1897 1.6639 -0.0050
C 2.04607 -1.41555 -1.26843 1.7702 -2.5070 -0.3224 0.0914
C -0.40108 -0.81728 -1.28409 1.8594 0.5164 -2.3740 -0.0024
O -0.01299 0.14131 -1.93121 -1.3221 -0.6869 1.4191 0.1933
N 0.66459 -1.84253 -1.19970 0.6951 0.0480 2.3195 0.5654
H -2.54608 -0.39386 -0.72852 1.9893 -0.8431 -0.5170 0.0001
H -1.85078 -1.73048 0.17487 1.1102 0.6492 -0.6109 -0.0033
H 0.45995 -2.68807 -0.63771 0.1197 0.2855 -0.5715 0.0083
H 2.78013 -2.25207 -1.72712 -1.9416 1.4907 1.2511 0.0254
H -2.21230 -1.99720 -1.42462 0.7027 0.4774 -0.4986 -0.0027
H 2.07348 -0.59694 -1.91104 0.0225 1.5000 -1.1451 0.0075
H 2.57670 -1.04287 -0.31778 -1.2359 -0.8156 -0.6200 0.0527
C -0.44843 -0.20496 2.20649 0.5703 -0.1047 -1.0967 0.0090
C 0.13410 2.82721 -0.10104 -0.1352 1.1318 -1.7083 -0.0007
C -0.38551 1.80693 0.87410 -0.2904 -0.3534 3.2517 -0.0022
O -1.52760 1.85878 1.32014 0.4349 0.5516 -1.8506 0.0122
N 0.41884 0.84215 1.61352 -3.8442 1.3594 -2.1402 0.0455
H 1.35200 0.71837 1.37183 1.7229 -0.5927 -0.2941 0.0001
H -0.13065 -1.17038 1.84697 0.7688 -0.7130 0.3381 0.0029
H -0.44471 3.77334 0.06749 0.4627 -0.9286 0.1473 -0.0001
H -0.37709 -0.10566 3.25481 -0.1788 -0.3848 1.2081 0.0027
H -1.50756 -0.20473 1.88159 0.8376 0.8998 0.3147 0.0000
H 1.21190 3.12590 -0.07826 -0.7847 -0.7569 0.1889 0.0000
H -0.15042 2.57843 -1.18759 0.5451 -0.0332 1.6469 -0.0002